No. 1
The following is a DFT calculation (the ωB97M-V functional and the def2-TZVPD basis) of one molecule with the formula C2H4NOP at a distorted geometry.

## Properties
* LUMO energy: 0.034 hartree
* HOMO energy: -9.526 eV
* charge: 0
* structure (SMILES): C1=NOPC1
* Kohn-Sham gap: 10.451 eV

Element x y z (Å)
C: -0.338 -1.231 -0.225
N: -1.523 -1.497 -0.025
O: -2.397 -0.396 -0.129
P: -1.605 1.100 -0.037
C: 0.093 0.204 -0.289
H: 0.330 -1.963 -0.292
H: -1.544 1.169 1.355
H: 0.821 0.574 0.308
H: 0.543 0.265 -1.319

=====

No. 2
The following is a DFT calculation (the ωB97M-V functional and the def2-TZVPD basis) of one molecule with the formula C2H4NP at a distorted geometry.

## Properties
* LUMO energy: 0.036 hartree
* HOMO energy: -9.025 eV
* charge: 0
* structure (SMILES): P[C@@H]1C=N1
* Kohn-Sham gap: 9.995 eV

Element x y z (Å)
P: -1.449 0.848 -0.741
C: 0.242 -0.014 0.076
C: 1.707 -0.030 0.666
N: 1.702 -0.247 -0.546
H: -2.060 0.311 0.344
H: -1.782 -0.193 -1.552
H: -0.336 -0.981 0.122
H: 1.977 0.306 1.631

=====

No. 3
The following is a DFT calculation (the ωB97M-V functional and the def2-TZVPD basis) of C2H4NP as an isolated structure at a distorted geometry.

## Properties
* LUMO energy: 0.000 hartree
* HOMO energy: -8.961 eV
* charge: 0
* Kohn-Sham gap: 8.972 eV

Element x y z (Å)
C: 0.883 1.277 -0.512
C: 0.624 0.344 0.296
N: -1.023 -0.581 -0.149
P: -1.118 -1.941 0.595
H: 1.796 1.870 -0.421
H: 0.149 1.274 -1.239
H: 1.030 0.036 1.276
H: -2.340 -2.278 0.154

=====

No. 4
The following is a DFT calculation (the ωB97M-V functional and the def2-TZVPD basis) of one molecule with the formula C2H4NP at a distorted geometry.

## Properties
* LUMO energy: 0.041 hartree
* HOMO energy: -9.057 eV
* charge: 0
* structure (SMILES): C1[C@@H]2NP12
* Kohn-Sham gap: 10.164 eV

Element x y z (Å)
C: 0.769 0.254 0.421
C: -0.305 0.291 -0.611
N: -1.226 -0.742 -0.245
P: 0.425 -1.339 -0.542
H: 1.683 0.791 0.192
H: 0.480 0.308 1.469
H: -0.346 1.137 -1.432
H: -1.479 -0.700 0.748

=====

No. 5
The following is a DFT calculation (the ωB97M-V functional and the def2-TZVPD basis) of a 2-piece molecular cluster, C2H4NP overall at a distorted geometry.

## Properties
* LUMO energy: 0.019 hartree
* HOMO energy: -8.885 eV
* charge: 0
* Kohn-Sham gap: 9.392 eV

Element x y z (Å)
C: 1.281 -0.418 0.500
C: 1.351 -0.947 -0.643
N: 0.208 0.300 -0.175
P: -1.404 -0.234 0.245
H: 1.897 -0.375 1.993
H: 1.572 -1.800 -1.312
H: -1.109 -1.614 0.217
H: -2.038 -0.294 -0.996

=====

No. 6
The following is a DFT calculation (the ωB97M-V functional and the def2-TZVPD basis) of one molecule with the formula C2H4NP at a distorted geometry.

## Properties
* LUMO energy: 0.029 hartree
* HOMO energy: -8.945 eV
* charge: 0
* structure (SMILES): [H]/N=C1/CP1
* Kohn-Sham gap: 9.731 eV

Element x y z (Å)
H: -1.878 1.616 0.349
N: -1.648 0.706 -0.119
C: -0.462 0.401 -0.158
C: 0.343 -0.912 -0.361
P: 1.309 0.707 -0.019
H: 0.526 -1.654 0.339
H: 0.643 -1.164 -1.360
H: 1.167 0.301 1.329

=====

No. 7
The following is a DFT calculation (the ωB97M-V functional and the def2-TZVPD basis) of a 2-piece molecular cluster, C2H4O2 overall at a distorted geometry.

## Properties
* LUMO energy: 0.022 hartree
* HOMO energy: -9.924 eV
* charge: 0
* structure (SMILES): C=O.C=O
* Kohn-Sham gap: 10.520 eV

Element x y z (Å)
C: -0.161 1.279 -1.010
O: 0.959 1.511 -0.661
H: -0.494 0.994 -2.032
H: -1.048 1.292 -0.364
C: 0.208 -1.283 1.014
O: -0.830 -0.746 0.717
H: 0.397 -1.501 2.078
H: 0.968 -1.545 0.259

=====

No. 8
The following is a DFT calculation (the ωB97M-V functional and the def2-TZVPD basis) of one molecule with the formula C2H4O2 at a distorted geometry.

## Properties
* LUMO energy (spin up / spin down): -0.007 / -0.007 hartree
* HOMO energy (spin up / spin down): -9.089 / -9.093 eV
* charge: 0
* Kohn-Sham gap (spin up / spin down): 8.890 / 8.895 eV

Element x y z (Å)
C: -0.357 -0.745 -0.974
C: 0.122 -0.120 0.304
O: -2.153 -1.360 -2.183
O: -1.624 -0.855 -1.065
H: 0.291 -1.129 -1.720
H: -0.790 0.532 0.749
H: 1.013 0.608 0.219
H: 0.340 -0.925 1.054

=====

No. 9
The following is a DFT calculation (the ωB97M-V functional and the def2-TZVPD basis) of one molecule with the formula C2H4O2.

## Properties
* LUMO energy: 0.028 hartree
* HOMO energy: -10.627 eV
* charge: 0
* structure (SMILES): CC(=O)O
* Kohn-Sham gap: 11.379 eV

Element x y z (Å)
C: 1.378 -0.069 -0.004
C: -0.096 0.141 -0.018
O: -0.698 1.190 -0.004
O: -0.709 -1.074 -0.009
H: 1.691 -0.753 -0.824
H: 1.621 -0.513 0.983
H: 1.937 0.870 -0.034
H: -1.682 -0.964 0.112

=====

No. 10
The following is a DFT calculation (the ωB97M-V functional and the def2-TZVPD basis) of one molecule with the formula C2H4O2.

## Properties
* LUMO energy: 0.039 hartree
* HOMO energy: -10.298 eV
* charge: 0
* structure (SMILES): O[C@H]1CO1
* Kohn-Sham gap: 11.354 eV

Element x y z (Å)
O: 0.535 1.404 0.553
C: 0.469 0.307 -0.276
C: -0.284 -0.888 0.094
O: -0.818 0.097 -0.804
H: -0.398 1.634 0.683
H: 1.332 0.241 -0.940
H: -0.714 -0.933 1.093
H: -0.099 -1.839 -0.394

=====

No. 11
The following is a DFT calculation (the ωB97M-V functional and the def2-TZVPD basis) of a 2-piece molecular cluster, C2H4O2 overall at a distorted geometry.

## Properties
* LUMO energy: 0.020 hartree
* HOMO energy: -9.390 eV
* charge: 0
* structure (SMILES): C=C=O.O
* Kohn-Sham gap: 9.935 eV

Element x y z (Å)
C: 0.797 0.681 0.323
C: -0.553 0.568 0.330
O: -1.640 0.586 0.758
H: 1.261 1.250 1.122
H: 1.210 0.941 -0.648
O: -0.335 -1.246 -0.995
H: -1.185 -1.606 -0.695
H: 0.445 -1.174 -0.196

=====

No. 12
The following is a DFT calculation (the ωB97M-V functional and the def2-TZVPD basis) of a 2-piece molecular cluster, C2H4O2 overall at a distorted geometry.

## Properties
* LUMO energy: 0.025 hartree
* HOMO energy: -10.108 eV
* charge: 0
* structure (SMILES): C=O.C=O
* Kohn-Sham gap: 10.776 eV

Element x y z (Å)
C: -0.856 -3.153 0.171
O: -0.274 -2.071 0.174
H: -0.248 -4.088 0.186
H: -1.956 -3.270 0.025
C: 0.783 3.145 -0.157
O: 1.599 2.909 -1.051
H: -0.109 2.541 0.134
H: 1.061 3.989 0.517

=====

No. 13
The following is a DFT calculation (the ωB97M-V functional and the def2-TZVPD basis) of a 2-piece molecular cluster, C2H4O2P overall at a distorted geometry.

## Properties
* LUMO energy (spin up / spin down): 0.149 / 0.149 hartree
* HOMO energy (spin up / spin down): -2.959 / -2.962 eV
* charge: -1
* Kohn-Sham gap (spin up / spin down): 7.019 / 7.022 eV

Element x y z (Å)
C: -0.587 -0.891 -0.925
C: -0.154 -0.754 0.302
O: -0.759 1.938 0.121
O: 0.450 0.936 2.194
P: 0.100 0.921 0.736
H: -0.589 -1.871 -1.285
H: -0.839 0.057 -1.557
H: -0.032 -1.607 0.959
H: 2.408 1.270 -0.546

=====

No. 14
The following is a DFT calculation (the ωB97M-V functional and the def2-TZVPD basis) of C2H4O2PS as an isolated structure at a distorted geometry.

## Properties
* LUMO energy: 0.131 hartree
* HOMO energy: -4.625 eV
* charge: -1
* Kohn-Sham gap: 8.197 eV

Element x y z (Å)
C: 1.484 -0.770 0.630
C: 0.790 -0.603 -0.495
O: -0.361 2.290 0.453
O: -1.337 0.465 -2.053
P: -1.027 0.197 -0.693
S: -2.558 -0.750 0.256
H: 2.425 -1.203 0.607
H: 0.842 -0.737 1.557
H: 0.937 -0.760 -1.561
H: -1.195 1.871 1.300

=====

No. 15
The following is a DFT calculation (the ωB97M-V functional and the def2-TZVPD basis) of one molecule with the formula C2H4O2S at a distorted geometry.

## Properties
* LUMO energy: -0.009 hartree
* HOMO energy: -8.815 eV
* charge: 0
* Kohn-Sham gap: 8.569 eV

Element x y z (Å)
C: 0.369 1.664 -0.558
C: -0.270 -1.412 0.011
O: -0.146 0.444 1.820
O: 0.856 1.522 -1.651
S: 0.655 0.119 0.632
H: 0.088 2.474 -0.022
H: 0.194 -2.398 -0.130
H: -0.589 -1.014 -0.870
H: -1.156 -1.399 0.768

=====

No. 16
The following is a DFT calculation (the ωB97M-V functional and the def2-TZVPD basis) of a 2-piece molecular cluster, C2H4O2S overall at a distorted geometry.

## Properties
* LUMO energy (spin up / spin down): -0.034 / -0.033 hartree
* HOMO energy (spin up / spin down): -8.262 / -8.099 eV
* charge: 0
* Kohn-Sham gap (spin up / spin down): 7.344 / 7.207 eV

Element x y z (Å)
C: -0.478 1.110 0.365
C: 0.160 -0.277 -1.462
O: 0.114 -1.484 3.270
O: -0.571 0.033 -0.263
S: -0.457 -0.134 3.429
H: 0.222 1.854 -0.081
H: 0.643 0.618 -1.862
H: -0.544 -0.692 -2.183
H: 0.910 -1.028 -1.213

=====

No. 17
The following is a DFT calculation (the ωB97M-V functional and the def2-TZVPD basis) of a 2-piece molecular cluster, C2H4O2S overall at a distorted geometry.

## Properties
* LUMO energy (spin up / spin down): -0.018 / -0.018 hartree
* HOMO energy (spin up / spin down): -9.632 / -9.632 eV
* charge: 0
* Kohn-Sham gap (spin up / spin down): 9.145 / 9.146 eV

Element x y z (Å)
C: 0.643 0.875 -0.170
C: -0.387 -0.424 1.476
O: 0.759 0.652 -2.803
O: 0.102 -1.404 -1.550
S: 0.369 -0.020 -1.569
H: 0.070 1.805 -0.167
H: -1.219 0.186 1.888
H: 0.464 -0.510 2.110
H: -0.801 -1.160 0.784

=====

No. 18
The following is a DFT calculation (the ωB97M-V functional and the def2-TZVPD basis) of one molecule with the formula C2H4O2S at a distorted geometry.

## Properties
* LUMO energy: 0.015 hartree
* HOMO energy: -8.895 eV
* charge: 0
* structure (SMILES): OCC(O)=S
* Kohn-Sham gap: 9.316 eV

Element x y z (Å)
O: 1.499 -0.045 -0.041
C: 0.189 -0.708 0.109
C: -0.953 0.285 0.023
O: -0.564 1.520 0.039
S: -2.484 -0.121 -0.052
H: 1.624 0.178 -0.957
H: 0.129 -1.576 -0.522
H: 0.205 -1.107 1.133
H: 0.356 1.574 0.267

=====

No. 19
The following is a DFT calculation (the ωB97M-V functional and the def2-TZVPD basis) of a 2-piece molecular cluster, C2H4O2S overall at a distorted geometry.

## Properties
* LUMO energy: -0.014 hartree
* HOMO energy: -9.935 eV
* charge: 0
* Kohn-Sham gap: 9.554 eV

Element x y z (Å)
C: -1.433 0.364 0.416
C: 1.361 0.083 0.090
O: 1.020 -1.733 -1.576
O: -1.811 -0.760 0.604
S: 0.813 -0.314 -1.376
H: -1.127 0.887 1.299
H: -1.718 0.828 -0.627
H: 1.120 1.182 0.372
H: 1.776 -0.536 0.798

=====

No. 20
The following is a DFT calculation (the ωB97M-V functional and the def2-TZVPD basis) of one molecule with the formula C2H4O2S3 at a distorted geometry.

## Properties
* LUMO energy: -0.018 hartree
* HOMO energy: -7.394 eV
* charge: 0
* Kohn-Sham gap: 6.915 eV

Element x y z (Å)
C: 0.030 -1.235 -0.944
C: -0.173 0.990 0.160
H: -0.124 -1.215 0.949
H: 1.105 -1.083 -0.770
H: 2.113 1.006 0.603
H: -1.419 1.213 1.608
O: -0.698 -1.311 0.171
O: -1.413 1.081 0.647
S: -0.594 -1.353 -2.427
S: 1.063 1.139 1.424
S: 0.111 0.767 -1.422